Model i:
A gas-phase ion, C3H10N5 (charge +1). Source: OMol25; level of theory: ωB97M-V/def2-TZVPD.

Cartesian coordinates (Å):
C1 -2.1878 -0.6926 0.8396
C2 -1.2615 -0.3602 -0.3148
N1 -1.6487 0.3049 -1.4224
N2 -0.0171 -0.6706 -0.1220
C3 1.2340 -0.4204 -0.0571
N3 2.0362 -1.5213 -0.2066
N4 1.8942 0.7781 0.1185
N5 0.8942 1.8727 0.4306
H1 -2.7798 -1.5527 0.6274
H2 -2.6715 0.2726 0.9137
H3 -1.4957 -0.7358 1.6770
H4 -2.5323 0.1083 -1.9128
H5 -0.8982 0.9234 -1.7154
H6 1.5960 -2.1726 -0.9176
H7 3.0726 -1.4212 -0.2316
H8 2.7833 0.7094 0.5810
H9 1.4420 2.8026 0.3767
H10 0.5401 1.7753 1.3358

Total charge: +1
HOMO (eV): -14.0
Spin multiplicity: 1

Listed below, in e, are the Mulliken charges computed for each atom: -0.9914, 0.4952, -0.3409, -0.2357, 0.3921, -0.4420, -0.1593, -0.4886, 0.3525, 0.3384, 0.2940, 0.2450, 0.2545, 0.2724, 0.2300, 0.2565, 0.2957, 0.2317

Model ii:
A gas-phase ion, C3H10N5 (charge +1). Source: OMol25; level of theory: ωB97M-V/def2-TZVPD.

Cartesian coordinates (Å):
H1 3.3327 -0.6372 0.8193
N1 2.5755 -0.7375 0.1426
N2 1.4918 -0.2461 0.4213
C1 0.3968 -0.4815 -0.5788
C2 -0.1820 -1.9025 -0.2206
N3 -0.5845 0.5861 -0.2715
C3 -1.8590 0.3679 0.3952
N4 -0.0869 1.7939 -0.0730
N5 1.1506 1.9219 -0.2051
H2 1.4173 2.9012 -0.2211
H3 0.6712 -0.3058 -1.5695
H4 -0.9151 -1.9354 0.4816
H5 0.5519 -2.5532 0.0108
H6 -0.5597 -2.1896 -1.1114
H7 -2.3778 1.3417 0.8704
H8 -2.4567 -0.2253 -0.3320
H9 -1.8447 -0.1743 1.2566
H10 -0.7213 2.4758 0.1851

Total charge: +1
HOMO (alpha / beta) (eV): -12.7 / -12.7
Spin multiplicity: 1

Listed below, in e, are the Mulliken charges computed for each atom: 0.2705, -0.6015, 0.0125, 0.4892, -1.7110, 0.3656, -0.9771, 0.3020, -0.5582, 0.2725, 0.3704, 0.5199, 0.4922, 0.4620, 0.3068, 0.3742, 0.4056, 0.2045

Model iii:
A gas-phase ion, C3H10N5 (charge +1). Source: OMol25; level of theory: ωB97M-V/def2-TZVPD.

Cartesian coordinates (Å):
C1 1.7522 0.8749 -0.3918
N1 1.1129 -0.0529 0.4267
C2 1.4332 -1.4348 0.4401
N2 0.4081 -2.2760 -0.2795
N3 -0.5557 -1.6466 -0.5875
N4 -0.9302 -0.5291 -0.7742
C3 -2.1201 0.2553 -0.4596
N5 -2.7522 -0.0923 0.7337
H1 1.8571 0.4573 -1.3825
H2 1.1464 1.8102 -0.4266
H3 2.9207 1.0286 -0.0207
H4 0.9072 0.3212 1.3035
H5 1.2050 -1.9196 1.4437
H6 2.3757 -1.6909 -0.1088
H7 -2.6386 0.2020 -1.3761
H8 -1.6599 1.2814 -0.5248
H9 -2.9565 -1.0362 0.8117
H10 -3.5200 0.4483 0.8391

Total charge: +1
HOMO (alpha / beta) (eV): -14.2 / -14.2
Spin multiplicity: 1

Listed below, in e, are the Mulliken charges computed for each atom: -0.8297, -0.1888, -0.2540, -0.6066, 0.5786, 0.0945, -0.2677, -0.4930, 0.3480, 0.2972, 0.2989, 0.2268, 0.3361, 0.3092, 0.3823, 0.3394, 0.1974, 0.2315

Least stable structure among those shown: model ii.